Record 1
Formula: C2Cl4OS
Source: OMol25
Level of theory: the ωB97M-V functional and the def2-TZVPD basis

Calculated values
HOMO energy (alpha / beta)   -10.7 / -10.7 eV
Energy relative to the best compared isomer or geometry (same formula, charge and spin)   285.08 kJ/mol

Structure (XYZ):
```
8
Properties=species:S:1:pos:R:3:forces:R:3:mulliken_charge:R:1
C -0.26084 -0.28481 -0.12742 0.665 -4.676 0.231 -0.729
C -1.13440 0.65829 -0.21807 0.926 1.918 0.214 1.222
O 1.97281 -0.27647 1.49456 -0.222 0.353 0.691 -0.410
S 1.45576 -0.86784 0.30210 -0.605 0.461 -1.616 0.607
Cl -1.03203 -2.57274 -0.52426 0.818 3.036 0.599 -0.307
Cl -2.76900 0.52368 -0.36828 -0.994 0.126 -0.240 -0.079
Cl -0.34179 2.26029 -0.13277 -0.917 -0.846 0.075 -0.118
Cl 2.12999 0.34822 -1.30445 0.328 -0.373 0.048 -0.184
```
Forces are in eV/Å.

=====

Record 2
Formula: C4H11NO3
Source: OMol25
Level of theory: the ωB97M-V functional and the def2-TZVPD basis

Calculated values
HOMO energy (alpha / beta)   -9.6 / -7.3 eV
Energy relative to the best compared isomer or geometry (same formula, charge and spin)   1022.61 kJ/mol

Structure (XYZ):
```
19
Properties=species:S:1:pos:R:3:forces:R:3:mulliken_charge:R:1
C 1.31614 0.42421 -0.77802 0.703 0.878 -0.420 -0.624
C 0.45759 1.66167 -0.76186 -0.178 -0.149 0.015 -0.972
O 1.64352 -1.77245 -0.43498 0.723 -1.668 -0.171 -0.331
O 2.64369 -2.70772 -0.78279 -0.770 0.948 0.319 -0.376
H 3.08197 -2.87942 0.06429 0.025 0.106 -0.052 0.326
H 2.14414 0.47289 -0.07987 -0.178 -0.192 0.133 0.319
H 1.67394 0.14890 -1.76317 -0.151 -0.077 -0.027 0.354
H 1.05484 2.49143 -1.15883 -0.056 -0.023 0.036 0.379
H 0.13417 1.92122 0.24501 0.004 0.042 0.000 0.247
H -0.42871 1.54807 -1.38635 0.006 0.092 -0.014 0.303
C -0.77779 -1.16613 -0.09269 0.937 0.625 -0.479 -0.419
C -2.50919 1.04053 1.86955 0.199 0.051 -0.164 -0.292
O -1.70250 -0.18132 0.21469 -0.582 0.414 0.483 -0.069
N -1.63182 0.17774 1.57372 -0.092 -0.281 -0.351 -0.447
H -1.03993 -1.62458 -1.03821 -0.306 -0.175 0.054 0.353
H 0.26772 -0.53973 -0.45966 -0.464 -0.509 0.759 0.350
H -0.60491 -1.85425 0.72723 0.156 0.073 -0.091 0.323
H -3.18667 1.47783 1.13915 -0.008 -0.135 -0.005 0.291
H -2.53621 1.36109 2.90279 0.032 -0.019 -0.026 0.284
```
Forces are in eV/Å.

=====

Number 1 is which compound? C2Cl4OS

=====

What did the second record say?
Formula: C4H11NO3
Source: OMol25
Level of theory: the ωB97M-V functional and the def2-TZVPD basis

Calculated values
HOMO energy (alpha / beta)   -9.6 / -7.3 eV
Energy relative to the best compared isomer or geometry (same formula, charge and spin)   1022.61 kJ/mol

Structure (XYZ):
```
19
Properties=species:S:1:pos:R:3:forces:R:3:mulliken_charge:R:1
C 1.31614 0.42421 -0.77802 0.703 0.878 -0.420 -0.624
C 0.45759 1.66167 -0.76186 -0.178 -0.149 0.015 -0.972
O 1.64352 -1.77245 -0.43498 0.723 -1.668 -0.171 -0.331
O 2.64369 -2.70772 -0.78279 -0.770 0.948 0.319 -0.376
H 3.08197 -2.87942 0.06429 0.025 0.106 -0.052 0.326
H 2.14414 0.47289 -0.07987 -0.178 -0.192 0.133 0.319
H 1.67394 0.14890 -1.76317 -0.151 -0.077 -0.027 0.354
H 1.05484 2.49143 -1.15883 -0.056 -0.023 0.036 0.379
H 0.13417 1.92122 0.24501 0.004 0.042 0.000 0.247
H -0.42871 1.54807 -1.38635 0.006 0.092 -0.014 0.303
C -0.77779 -1.16613 -0.09269 0.937 0.625 -0.479 -0.419
C -2.50919 1.04053 1.86955 0.199 0.051 -0.164 -0.292
O -1.70250 -0.18132 0.21469 -0.582 0.414 0.483 -0.069
N -1.63182 0.17774 1.57372 -0.092 -0.281 -0.351 -0.447
H -1.03993 -1.62458 -1.03821 -0.306 -0.175 0.054 0.353
H 0.26772 -0.53973 -0.45966 -0.464 -0.509 0.759 0.350
H -0.60491 -1.85425 0.72723 0.156 0.073 -0.091 0.323
H -3.18667 1.47783 1.13915 -0.008 -0.135 -0.005 0.291
H -2.53621 1.36109 2.90279 0.032 -0.019 -0.026 0.284
```
Forces are in eV/Å.

=====

Which value of energy relative to the best compared isomer or geometry (same formula, charge and spin) does entry 2 give? 1022.61 kJ/mol

=====

Which of these has the lowest energy relative to the best compared isomer or geometry (same formula, charge and spin)? C2Cl4OS